54
Properties=species:S:1:pos:R:3:nbo_charge:R:1 method="wB97M-V/def2-TZVPD" e_above_lowest_kcal_mol=135.85 e_tot_ev=-28339.415 orbital_gap_ha=0.349 homo_ev=-9.50 smiles=CO.CO.CO.CO.CO.CO.CO.CO.CO
C 45.379 -20.692 -27.037 -0.2568
O 44.511 -20.408 -25.979 -0.7392
H 44.877 -20.550 -27.994 0.1788
H 46.288 -20.092 -26.991 0.1683
H 45.671 -21.738 -26.946 0.1773
H 44.777 -21.010 -25.279 0.4892
C 41.715 -21.698 -28.757 -0.2373
O 40.566 -21.947 -27.983 -0.7271
H 42.472 -22.477 -28.655 0.1509
H 41.481 -21.614 -29.818 0.1818
H 42.227 -20.799 -28.415 0.1547
H 40.704 -21.931 -27.033 0.4764
C 43.374 -19.031 -22.454 -0.2482
O 42.032 -18.534 -22.598 -0.7661
H 43.891 -18.397 -21.734 0.1627
H 43.400 -20.078 -22.152 0.1696
H 43.896 -18.942 -23.407 0.1492
H 41.956 -17.934 -23.343 0.4947
C 46.998 -17.805 -24.528 -0.2442
O 48.360 -17.608 -24.582 -0.7170
H 46.593 -17.973 -23.530 0.1856
H 46.529 -16.852 -24.774 0.1574
H 46.588 -18.548 -25.212 0.1469
H 48.636 -17.414 -25.481 0.4705
C 42.152 -18.956 -32.357 -0.2582
O 41.286 -20.081 -32.719 -0.7183
H 43.154 -19.007 -32.782 0.1651
H 41.568 -18.150 -32.801 0.1934
H 42.227 -18.853 -31.274 0.1629
H 41.799 -20.874 -32.546 0.4563
C 43.810 -17.707 -27.957 -0.2434
O 43.371 -17.976 -26.660 -0.7620
H 43.507 -16.694 -28.220 0.1906
H 44.897 -17.783 -27.925 0.1673
H 43.408 -18.393 -28.703 0.1537
H 43.895 -18.716 -26.345 0.5024
C 40.428 -14.491 -27.438 -0.2391
O 40.892 -13.256 -27.783 -0.7116
H 40.008 -14.974 -28.320 0.1569
H 41.225 -15.155 -27.105 0.1652
H 39.725 -14.429 -26.607 0.1633
H 40.334 -12.987 -28.516 0.4646
C 42.713 -15.750 -24.282 -0.2576
O 41.929 -16.856 -24.669 -0.7564
H 42.247 -15.331 -23.390 0.1925
H 43.778 -15.975 -24.217 0.1645
H 42.621 -15.026 -25.092 0.1650
H 42.372 -17.212 -25.443 0.5031
C 47.897 -16.630 -30.395 -0.2524
O 47.130 -17.202 -29.334 -0.7386
H 48.282 -17.341 -31.125 0.1682
H 47.273 -15.922 -30.941 0.1649
H 48.758 -16.022 -30.116 0.1867
H 46.638 -17.989 -29.577 0.4725

=====

54
Properties=species:S:1:pos:R:3:nbo_charge:R:1 method="wB97M-V/def2-TZVPD" e_above_lowest_kcal_mol=109.75 e_tot_ev=-28340.547 orbital_gap_ha=0.342 homo_ev=-9.30 smiles=CO.CO.CO.CO.CO.CO.CO.CO.CO
C -2.733 -0.747 3.001 -0.2470
O -4.061 -0.435 3.334 -0.7165
H -2.648 -1.061 1.949 0.1546
H -2.044 0.090 3.151 0.1616
H -2.397 -1.600 3.588 0.1826
H -4.251 0.481 3.123 0.4662
C 2.390 -0.061 -3.683 -0.2475
O 1.077 0.478 -3.658 -0.7560
H 3.077 0.621 -4.193 0.1624
H 2.786 -0.230 -2.677 0.1653
H 2.400 -1.012 -4.223 0.1599
H 0.837 0.650 -2.736 0.4950
C -4.512 -0.685 -0.694 -0.2476
O -4.680 0.717 -0.765 -0.7378
H -3.516 -0.958 -0.339 0.1580
H -5.251 -1.160 -0.039 0.1726
H -4.715 -1.091 -1.683 0.1933
H -4.706 1.061 0.131 0.4708
C -3.731 3.535 -2.499 -0.2426
O -4.920 2.820 -2.738 -0.7407
H -3.928 4.593 -2.658 0.1734
H -3.352 3.378 -1.484 0.1492
H -2.920 3.244 -3.186 0.1621
H -4.883 2.008 -2.218 0.4895
C -0.849 0.764 -0.439 -0.2448
O 0.397 1.161 -0.999 -0.7654
H -0.721 0.440 0.602 0.1511
H -1.541 1.610 -0.402 0.1751
H -1.285 -0.055 -1.009 0.1722
H 1.077 1.048 -0.314 0.5092
C 3.355 1.884 1.457 -0.2635
O 2.428 0.925 0.909 -0.7903
H 2.959 2.324 2.378 0.1703
H 4.310 1.412 1.698 0.1805
H 3.528 2.676 0.736 0.2028
H 2.451 0.167 1.523 0.5068
C 5.224 -1.053 -0.509 -0.2486
O 4.772 0.242 -0.812 -0.7344
H 4.399 -1.738 -0.280 0.1616
H 5.754 -1.465 -1.368 0.1809
H 5.922 -1.058 0.341 0.1521
H 3.964 0.387 -0.309 0.4798
C 1.083 -0.960 3.258 -0.2605
O 2.311 -1.251 2.604 -0.7439
H 0.359 -0.689 2.489 0.1832
H 0.706 -1.802 3.835 0.1840
H 1.174 -0.081 3.906 0.1726
H 2.881 -1.704 3.233 0.4886
C 0.461 -2.638 -0.140 -0.2438
O 0.566 -4.013 -0.456 -0.7170
H -0.180 -2.117 -0.855 0.1666
H 0.038 -2.496 0.865 0.1439
H 1.457 -2.205 -0.141 0.1864
H -0.321 -4.350 -0.603 0.4632

=====

63
Properties=species:S:1:pos:R:3:nbo_charge:R:1 method="wB97M-V/def2-TZVPD" e_above_lowest_kcal_mol=17.58 e_tot_ev=-34584.354 orbital_gap_ha=0.313 homo_ev=-8.98 smiles=CC(C)O.CC(C)O.CC(C)O.O.O.O.O.O.O.O.O.O
C -4.991 12.748 8.783 -0.6243
C -4.755 11.286 8.458 0.0917
C -6.088 10.553 8.520 -0.6421
O -4.239 11.175 7.124 -0.7478
H -4.988 12.904 9.864 0.2122
H -5.959 13.105 8.437 0.2126
H -4.168 13.332 8.368 0.2174
H -4.079 10.827 9.186 0.1584
H -6.800 10.957 7.801 0.2171
H -6.547 10.584 9.513 0.2195
H -5.973 9.475 8.359 0.2036
H -4.598 10.354 6.768 0.4825
C -5.823 11.053 -2.413 -0.6460
C -7.270 11.149 -1.901 0.1038
C -7.505 10.195 -0.722 -0.6381
O -7.468 12.486 -1.426 -0.7447
H -5.570 10.059 -2.801 0.2057
H -5.110 11.119 -1.586 0.1994
H -5.692 11.785 -3.208 0.2157
H -7.909 10.965 -2.768 0.1582
H -8.419 10.501 -0.218 0.2349
H -6.706 10.449 -0.022 0.2041
H -7.431 9.177 -1.102 0.2037
H -6.570 12.784 -1.210 0.4912
C -5.102 8.751 1.663 -0.6371
C -5.515 9.540 2.925 0.1152
C -4.467 10.509 3.421 -0.6306
O -6.734 10.202 2.612 -0.7651
H -4.430 9.299 1.006 0.2170
H -5.939 8.404 1.051 0.2358
H -4.705 7.793 2.020 0.1893
H -5.742 8.845 3.743 0.1242
H -4.892 10.953 4.324 0.2108
H -4.274 11.215 2.612 0.2173
H -3.511 10.070 3.708 0.2137
H -7.063 10.659 3.409 0.4940
O -6.446 13.636 2.706 -0.9662
H -6.426 13.767 3.661 0.5054
H -7.185 13.034 2.545 0.4797
O -4.794 13.723 5.265 -0.9696
H -4.615 12.879 5.704 0.4946
H -4.040 14.278 5.488 0.4732
O -4.254 5.023 -0.259 -0.9289
H -4.714 5.695 0.256 0.4631
H -4.487 4.188 0.161 0.4666
O -9.586 10.353 2.486 -0.9479
H -9.548 11.227 2.882 0.4563
H -8.698 9.979 2.627 0.4854
O -5.266 13.492 0.242 -0.9771
H -5.697 13.622 1.109 0.5045
H -4.417 13.096 0.460 0.4631
O -8.005 6.475 0.110 -0.9264
H -7.228 6.059 0.495 0.4559
H -8.322 5.841 -0.542 0.4722
O -7.159 8.579 5.915 -0.9771
H -6.191 8.543 6.077 0.4913
H -7.325 7.945 5.209 0.4718
O -7.826 11.384 5.095 -0.9741
H -8.122 10.573 5.541 0.5059
H -8.476 12.052 5.339 0.4800
O -4.438 8.206 6.116 -0.9592
H -4.610 7.486 5.496 0.4872
H -3.781 7.849 6.728 0.4973

=====

32
Properties=species:S:1:pos:R:3:nbo_charge:R:1 method="wB97M-V/def2-TZVPD" e_tot_ev=-129283.067 orbital_gap_ha="0.311 / 0.255" total_charge=-1 homo_ev="-6.15 / -6.12" multiplicity=2
Be -0.622 0.155 0.492 1.5968
S 2.226 -0.133 -0.558 0.2160
C 1.445 1.374 -0.382 -0.1057
N 0.168 1.546 -0.125 -0.7380
C -0.200 2.891 -0.080 0.2134
C -1.482 3.392 0.134 -0.2244
C -1.653 4.764 0.173 -0.1949
C -0.575 5.637 0.009 -0.2216
C 0.697 5.147 -0.229 -0.2186
C 0.865 3.770 -0.278 -0.2472
S 2.325 2.867 -0.570 0.4076
H -2.322 2.725 0.263 0.2567
H -2.647 5.163 0.333 0.2156
H -0.732 6.707 0.072 0.2094
H 1.538 5.815 -0.371 0.2148
F -2.201 0.273 0.257 -0.7307
As -3.938 -0.098 -0.353 2.8582
F -4.409 1.268 0.576 -0.6156
F -5.518 -0.373 -0.936 -0.6152
F -3.555 0.960 -1.657 -0.6182
F -3.255 -1.401 -1.224 -0.6077
F -4.148 -1.105 1.007 -0.6026
F 0.128 1.362 2.786 -0.3865
C -0.216 0.101 2.289 0.0427
F 0.867 -0.710 2.601 -0.3741
C -1.330 -0.381 3.216 0.9021
F -2.404 0.414 3.123 -0.3226
F -1.698 -1.626 2.877 -0.3246
F -0.979 -0.413 4.521 -0.3370
O 1.046 -2.776 -0.970 -0.3532
N 0.011 -2.340 -0.562 0.4013
O 0.052 -1.070 -0.292 -0.6962

=====

22
Properties=species:S:1:pos:R:3:mulliken_charge:R:1 method="wB97M-V/def2-TZVPD" e_above_lowest_kcal_mol=53.01 e_tot_ev=-65074.172 orbital_gap_ha="0.174 / 0.174" total_charge=+4 homo_ev="-22.80 / -22.80"
La 2.304 1.699 0.179 1.8125
Sc -0.097 0.012 0.111 0.4734
Cl 0.589 1.482 1.983 -0.1242
Cl 2.379 -0.755 -0.368 -0.1558
C -0.501 -1.120 -1.477 0.4753
C 2.247 3.997 0.302 0.1453
C 3.692 2.235 -1.579 0.1406
O -0.805 -1.852 -2.339 0.0657
O 2.163 5.130 0.482 0.1074
O 4.421 2.378 -2.456 0.1096
N -5.836 -1.332 2.862 -0.0657
C -4.799 -1.461 2.515 -0.4147
C -3.388 -1.747 2.002 0.2837
C -3.208 -3.011 1.458 -0.0255
C -1.951 -3.336 0.994 -0.6921
C -0.953 -2.387 1.040 -0.4640
N -1.188 -1.122 1.473 -0.2004
C -2.414 -0.809 1.978 0.2658
H -4.022 -3.734 1.357 0.5568
H -1.775 -4.291 0.498 0.4693
H 0.022 -2.633 0.569 0.7969
H -2.603 0.267 2.264 0.4400